44
Properties=species:S:1:pos:R:3:forces:R:3:nbo_charge:R:1 method="wB97M-V/def2-TZVPD" homo_lumo_gap_ev=5.165 lumo_energy_ha=-0.355 total_charge=+2 fmax_ev_per_a=7.8 homo_ev=-14.83 multiplicity=1 de_lowest_kj_mol=0.00 energy_ev=-67767.2013
C 0.573328 -2.746726 -2.164900 2.01 -0.85 -0.66 -0.8299
C -0.321732 -1.709551 -1.839237 -7.74 -0.70 0.86 0.9419
H 0.054055 -3.633270 -2.526637 -0.62 0.18 -0.16 0.3304
H 1.152351 -3.002851 -1.275548 -0.01 0.08 0.03 0.3577
H 1.287229 -2.376166 -2.901426 0.15 -0.15 0.03 0.3322
O -1.486053 -1.517818 -1.678855 6.35 0.32 -0.46 -0.3205
Cl 2.202876 -0.816314 -0.817479 -0.53 0.97 0.22 -0.5004
In 0.484031 0.980700 -0.485207 1.02 0.08 0.17 0.9714
P 0.172416 1.036476 -3.248859 -0.11 1.34 -1.37 0.9186
C -1.444389 1.619915 -3.882082 -0.21 -0.27 0.42 -0.9492
C 1.224266 2.469669 -3.718940 0.39 -0.05 0.47 -0.9263
H 1.627170 -0.566706 -4.344893 -0.12 0.07 -0.16 0.2584
H 0.667865 0.374108 -5.525102 -0.07 -0.12 0.40 0.2826
H -0.095682 -0.967077 -4.624026 0.14 0.12 -0.09 0.2384
C 0.635218 -0.151108 -4.558098 0.18 -0.60 0.34 -0.9406
H 2.201697 2.352721 -3.231110 -0.14 0.21 -0.24 0.2652
H 1.359963 2.503231 -4.814788 -0.17 -0.10 0.50 0.2660
H -1.355486 1.865710 -4.953223 0.04 -0.11 0.43 0.2780
H -1.754132 2.516257 -3.328102 0.00 -0.22 -0.20 0.2604
H 0.765991 3.405490 -3.367533 0.17 -0.34 -0.05 0.2740
H -2.191387 0.825963 -3.751264 -0.02 0.29 -0.15 0.2436
C -2.145822 1.163248 -0.793395 -2.98 0.57 -0.58 0.5467
O -3.258217 1.306593 -0.989284 2.59 -0.35 0.48 -0.3892
Cl 1.046253 3.261447 -0.251220 -0.30 -0.89 -0.09 -0.4280
C -1.947169 -1.062360 1.770407 0.19 -0.14 -0.67 -0.9299
P -0.509954 0.082945 1.779168 -0.77 0.20 1.64 0.9435
C -1.214058 1.675695 2.341329 0.09 0.02 -0.27 -0.9392
C 0.380498 -0.499570 3.261049 1.16 -0.17 -0.34 -0.3967
C 1.683775 -1.032433 3.141048 -0.44 0.14 0.27 -0.1935
C 2.356393 -1.455881 4.289430 0.03 -0.09 -0.01 -0.1919
C 1.759121 -1.337745 5.543588 -0.36 0.04 0.01 -0.1536
C 0.465123 -0.811926 5.665831 0.14 -0.10 -0.46 -0.1999
C -0.229893 -0.400674 4.524493 0.12 -0.01 0.09 -0.1431
H -2.646112 -0.797164 0.962601 0.03 -0.22 0.37 0.2333
H -2.454529 -1.021382 2.750819 0.28 0.06 -0.48 0.2813
H -1.557679 -2.083910 1.606381 -0.30 0.40 0.11 0.2573
H -1.767729 1.543186 3.280924 0.12 0.08 -0.39 0.2705
H -0.386185 2.383426 2.492897 -0.30 -0.14 -0.02 0.2795
H -1.877911 2.060926 1.555943 0.05 0.13 0.39 0.2339
H 2.162368 -1.119515 2.161231 -0.15 0.05 0.34 0.2240
H 3.351018 -1.899108 4.211781 -0.29 0.22 -0.04 0.2420
H 2.279843 -1.676328 6.442197 -0.10 0.14 -0.36 0.2459
H -0.007323 -0.738690 6.644849 0.12 0.01 -0.28 0.2453
H -1.241422 -0.003449 4.645243 0.36 -0.13 -0.06 0.2100